{
  "formula": "C23H27NO2S2",
  "method": "ωB97M-V/def2-TZVPD",
  "orbital_gap_ev": 4.60,
  "spin_multiplicity": 1,
  "molar_mass_da": 413.61,
  "energy_ha": -1894.17339,
  "de_lowest_kj_mol": 14.0,
  "homo_ha": -0.238,
  "symbols": ["C", "C", "N", "C", "C", "C", "C", "C", "C", "C", "C", "C", "C", "C", "O", "O", "H", "H", "H", "H", "H", "H", "H", "H", "H", "H", "H", "H", "H", "H", "H", "H", "C", "C", "C", "C", "C", "S", "C", "C", "C", "S", "C", "C", "H", "H", "H", "H", "H", "H", "H", "H", "H", "H", "H"],
  "positions_angstrom": [[1.958, 2.598, 0.141], [2.904, 1.464, -0.214], [2.615, 0.202, 0.481], [3.517, -0.133, 1.584], [4.837, -0.695, 1.112], [1.496, -0.595, 0.266], [0.657, -0.193, -0.836], [-0.178, -1.117, -1.523], [-0.678, -0.699, -2.895], [-0.351, 0.504, -3.559], [-0.934, 0.805, -4.799], [-1.836, -0.098, -5.391], [-2.101, -1.326, -4.770], [-1.508, -1.618, -3.549], [-0.510, -2.234, -1.059], [1.293, -1.581, 1.006], [2.176, 3.468, -0.491], [0.907, 2.310, 0.013], [2.101, 2.877, 1.189], [2.902, 1.290, -1.305], [3.923, 1.727, 0.093], [3.670, 0.797, 2.148], [3.005, -0.867, 2.211], [5.470, -0.867, 1.984], [4.673, -1.655, 0.613], [5.327, 0.002, 0.426], [0.896, 0.742, -1.311], [0.374, 1.200, -3.123], [-0.669, 1.742, -5.290], [-2.317, 0.156, -6.337], [-2.754, -2.072, -5.211], [-1.683, -2.587, -3.081], [0.414, 2.666, 3.671], [-0.505, 3.020, 2.679], [-1.169, 2.040, 1.954], [-0.924, 0.679, 2.212], [-1.752, -0.337, 1.585], [-1.806, -1.849, 2.374], [-2.507, -2.945, 1.127], [-3.882, -2.483, 0.678], [-3.716, -1.318, -0.269], [-2.853, 0.154, 0.383], [0.021, 0.327, 3.194], [0.682, 1.312, 3.917], [0.937, 3.444, 4.242], [-0.721, 4.071, 2.466], [-1.946, 2.315, 1.241], [-1.771, -3.000, 0.302], [-2.563, -3.899, 1.656], [-4.377, -3.306, 0.146], [-4.498, -2.207, 1.538], [-3.135, -1.614, -1.158], [-4.691, -0.913, -0.566], [0.188, -0.727, 3.418], [1.396, 1.016, 4.688]],
  "atomic_forces_ev_per_a": [[-0.1, 0.2, 0.1], [-0.1, -0.9, -0.2], [0.3, 0.2, 0.4], [-0.7, 0.3, -0.2], [0.0, -0.1, 0.0], [-0.4, -0.2, 0.1], [-0.3, -0.7, -0.5], [1.0, 0.8, 1.1], [-0.1, -0.1, -0.4], [-0.3, -0.3, 0.0], [-0.1, -0.5, 0.4], [0.2, 0.1, 0.2], [0.3, 0.5, 0.0], [-0.1, 0.1, 0.1], [-0.6, 0.1, -0.6], [0.2, 0.6, -0.2], [-0.1, 0.0, 0.2], [0.3, 0.1, 0.0], [-0.1, 0.1, -0.1], [0.1, 0.1, 0.4], [-0.1, 0.1, -0.3], [0.1, -0.2, 0.2], [0.0, 0.2, 0.0], [0.2, 0.0, -0.1], [0.1, 0.2, 0.0], [0.1, -0.2, 0.1], [0.0, -0.1, -0.2], [-0.4, -0.3, -0.2], [-0.2, -0.3, 0.0], [0.2, -0.1, 0.2], [0.0, 0.2, -0.2], [0.1, 0.3, 0.0], [0.1, -0.3, -0.1], [-0.1, 0.1, -0.1], [0.0, 0.0, 0.3], [0.0, 0.6, 0.4], [-0.8, -0.6, 0.3], [0.6, 0.3, -0.7], [0.0, -0.3, 0.2], [0.2, 0.0, 0.0], [-0.1, 0.1, -0.4], [0.5, -0.2, -0.2], [-0.2, -0.1, 0.1], [-0.1, 0.2, 0.0], [-0.3, -0.4, -0.2], [0.1, -0.4, 0.1], [0.4, 0.1, 0.1], [-0.2, 0.0, 0.3], [0.1, 0.0, -0.1], [0.1, 0.2, 0.0], [0.0, -0.1, -0.1], [-0.3, 0.1, 0.3], [0.3, 0.0, -0.1], [0.2, 0.4, -0.2], [-0.2, 0.1, -0.3]],
  "lowdin_charge": [-0.0823, -0.2235, -0.0779, -0.2438, -0.0832, -0.4661, -0.0184, -0.4197, -0.1388, -0.0296, -0.0894, -0.0998, -0.0929, -0.0549, -0.0646, -0.0254, 0.0772, 0.0565, 0.0638, 0.1191, 0.1072, 0.1104, 0.1057, 0.0696, 0.0828, 0.0660, 0.0380, 0.1016, 0.0966, 0.0947, 0.0963, 0.1107, -0.0598, -0.0743, -0.0555, -0.3171, -0.7201, 1.0898, -0.4189, -0.2837, -0.4079, 1.0776, -0.0457, -0.0514, 0.1144, 0.1154, 0.0853, 0.0745, 0.0862, 0.1261, 0.1121, 0.0756, 0.0870, 0.0894, 0.1149]
}



{
  "formula": "C3H8O3S",
  "method": "ωB97M-V/def2-TZVPD",
  "orbital_gap_ev": [10.71, 5.75],
  "spin_multiplicity": 2,
  "total_charge": 1,
  "molar_mass_da": 124.16,
  "energy_ha": -742.66514,
  "de_lowest_kj_mol": 44.2,
  "homo_ha": [-0.555, -0.555],
  "symbols": ["O", "C", "O", "C", "C", "S", "H", "H", "H", "H", "H", "H", "H", "H", "O"],
  "positions_angstrom": [[1.239, 0.911, 0.737], [1.081, -0.157, 0.226], [0.336, -1.174, 0.740], [1.366, -0.429, -1.238], [0.271, 0.377, -2.037], [-1.272, 0.707, -1.080], [0.267, -1.104, 1.710], [2.342, -0.087, -1.577], [1.345, -1.481, -1.489], [0.071, -0.129, -2.991], [0.722, 1.369, -2.144], [-1.431, 2.060, -1.386], [-0.557, -0.265, 2.968], [-2.033, -0.704, 2.910], [-1.152, -0.999, 3.130]],
  "atomic_forces_ev_per_a": [[0.2, 0.4, 0.6], [-0.8, -1.2, -0.4], [1.3, 0.4, -0.3], [-0.8, -0.2, -0.3], [1.2, 0.5, 0.6], [0.4, 0.4, -0.6], [-0.5, -0.2, -0.2], [-0.1, 0.4, 0.2], [-0.4, -0.2, 0.2], [-0.4, 0.4, 0.2], [-0.5, -0.1, -0.5], [0.2, -1.0, 0.1], [-0.3, 0.7, 0.5], [-0.3, 0.2, 0.0], [0.6, -0.5, -0.1]],
  "lowdin_charge": [0.1320, -0.5866, 0.0828, -0.0995, -0.3614, 1.1824, 0.0951, 0.1411, 0.1241, 0.1162, 0.0984, 0.0082, 0.0319, 0.0546, -0.0193]
}



{
  "formula": "C9H14O2",
  "method": "ωB97M-V/def2-TZVPD",
  "smiles": "Cc1ccc(O)cc1.CCO",
  "orbital_gap_ev": 9.17,
  "spin_multiplicity": 1,
  "molar_mass_da": 154.21,
  "energy_ha": -501.71594,
  "de_lowest_kj_mol": 315.6,
  "homo_ha": -0.306,
  "symbols": ["C", "C", "C", "C", "C", "O", "C", "C", "H", "H", "H", "H", "H", "H", "H", "H", "C", "C", "O", "H", "H", "H", "H", "H", "H"],
  "positions_angstrom": [[1.424, -0.832, 0.214], [1.078, 0.587, 0.833], [-0.121, 1.196, 0.391], [-0.401, 2.435, 0.779], [0.211, 2.882, 2.046], [-0.514, 3.791, 2.805], [1.418, 2.387, 2.463], [1.851, 1.163, 1.770], [0.586, -1.330, -0.300], [1.867, -1.626, 0.873], [2.123, -0.693, -0.653], [-0.740, 0.789, -0.388], [-1.358, 3.082, 0.395], [-0.847, 4.341, 2.099], [1.932, 2.635, 3.430], [2.756, 0.733, 2.020], [-1.353, -3.229, -2.324], [-1.152, -2.028, -1.484], [-1.128, -0.746, -2.205], [-1.305, -4.169, -1.830], [-0.599, -3.143, -3.152], [-2.356, -3.259, -2.850], [-2.151, -2.069, -0.985], [-0.308, -2.014, -0.819], [-0.915, -0.884, -3.130]],
  "atomic_forces_ev_per_a": [[0.8, 0.6, -0.6], [-0.6, -3.1, -1.2], [0.8, -0.5, -1.5], [-2.4, 3.4, 2.8], [-0.3, 0.2, -1.0], [1.1, -0.2, -0.8], [0.3, -2.2, 0.0], [-1.5, 2.8, 0.8], [0.9, 1.3, 1.2], [-0.3, 1.1, -0.2], [-0.2, 0.0, 0.8], [0.2, -0.5, -0.3], [2.4, -1.9, 0.9], [-0.8, 0.8, 0.2], [-0.8, 0.1, -1.2], [1.7, -0.9, 0.7], [0.3, 0.4, -3.5], [-3.0, 1.1, -0.1], [-0.1, -1.1, 0.7], [0.5, -0.6, 0.7], [-0.4, -0.8, 0.5], [1.0, 0.5, 0.7], [1.1, 0.9, 0.8], [-0.8, -1.0, -0.3], [0.1, -0.2, -0.2]],
  "lowdin_charge": [-0.0344, -0.2477, -0.0731, -0.0251, -0.3206, 0.0252, -0.0007, -0.0494, -0.0037, 0.0883, 0.0906, 0.0946, 0.1639, 0.0784, 0.1265, 0.0822, -0.1076, -0.3012, -0.0865, 0.0647, 0.0899, 0.0995, 0.1275, 0.0484, 0.0703]
}



{
  "formula": "C4H8Cl2N",
  "method": "ωB97M-V/def2-TZVPD",
  "orbital_gap_ev": [9.19, 8.22],
  "spin_multiplicity": 1,
  "total_charge": 1,
  "molar_mass_da": 141.02,
  "energy_ha": -1131.90436,
  "de_lowest_kj_mol": 376.4,
  "homo_ha": [-0.513, -0.498],
  "symbols": ["C", "C", "C", "C", "N", "Cl", "Cl", "H", "H", "H", "H", "H", "H", "H", "H"],
  "positions_angstrom": [[1.691, 0.878, 0.132], [2.666, 0.045, 0.137], [-1.999, 0.779, -0.490], [-1.071, 0.103, 0.371], [-0.611, -1.243, 0.110], [4.335, 0.519, -0.065], [2.365, -1.516, 0.789], [1.696, 1.873, -0.067], [-1.500, 1.291, -1.343], [-2.640, 0.092, -0.975], [-2.731, 1.548, -0.095], [-0.964, 0.257, 1.456], [-1.218, -1.985, 0.453], [0.359, -1.305, 0.451], [-0.378, -1.333, -0.863]],
  "atomic_forces_ev_per_a": [[-1.0, -1.2, -0.1], [1.3, -0.1, 0.8], [-0.9, 2.1, -1.2], [1.1, 0.6, 2.9], [0.6, 0.5, -0.9], [-0.7, -0.4, -0.1], [0.6, -1.1, 0.1], [-0.5, 2.8, -0.6], [0.0, -0.2, 0.4], [-0.8, -1.2, -0.7], [1.3, -0.9, 0.3], [-0.3, 0.4, -0.7], [0.0, -0.3, -0.1], [0.0, -0.5, 1.0], [-0.7, -0.6, -1.1]],
  "lowdin_charge": [0.0227, -1.1984, -0.0791, -0.1286, 0.1512, 0.6815, 0.7231, 0.0320, 0.1111, 0.0733, 0.1272, 0.1357, 0.1835, 0.0026, 0.1623]
}



{
  "formula": "CH5N2Si",
  "method": "ωB97M-V/def2-TZVPD",
  "smiles": "CN=[N+]=[SiH2]",
  "orbital_gap_ev": [7.91, 7.91],
  "spin_multiplicity": 1,
  "total_charge": 1,
  "molar_mass_da": 73.15,
  "energy_ha": -439.67845,
  "de_lowest_kj_mol": 353.0,
  "homo_ha": [-0.500, -0.500],
  "symbols": ["C", "N", "N", "Si", "H", "H", "H", "H", "H"],
  "positions_angstrom": [[0.235, -0.612, -1.790], [-0.495, -0.252, -0.489], [-0.251, 0.219, 0.634], [-0.238, 0.802, 2.294], [0.083, 0.159, -2.517], [1.207, -0.648, -1.571], [-0.186, -1.593, -1.943], [-0.069, -0.408, 2.817], [-0.287, 2.333, 2.566]],
  "atomic_forces_ev_per_a": [[-2.4, 0.2, 2.5], [-1.1, 2.1, 3.5], [0.2, -0.4, -2.9], [-0.5, 2.7, -4.5], [-0.8, 0.3, -0.3], [4.1, -0.4, 0.6], [-0.2, 0.0, -0.8], [0.6, -2.7, 2.3], [0.0, -1.7, -0.3]],
  "lowdin_charge": [0.0454, 0.0407, -0.1655, 0.9577, 0.1036, 0.0361, 0.1010, -0.1102, -0.0090]
}



{
  "formula": "C8H19NO",
  "method": "ωB97M-V/def2-TZVPD",
  "smiles": "CCN(C)C(C)=O.CCC",
  "orbital_gap_ev": 10.20,
  "spin_multiplicity": 1,
  "molar_mass_da": 145.25,
  "energy_ha": -446.10109,
  "de_lowest_kj_mol": 345.6,
  "homo_ha": -0.343,
  "symbols": ["C", "C", "N", "C", "C", "C", "O", "H", "H", "H", "H", "H", "H", "H", "H", "H", "H", "H", "C", "C", "C", "H", "H", "H", "H", "H", "H", "H", "H"],
  "positions_angstrom": [[0.740, 1.859, 1.116], [0.576, 1.224, -0.193], [-0.482, 1.636, -1.150], [-0.157, 2.803, -2.089], [-1.757, 1.696, -0.601], [-2.523, 0.453, 0.004], [-2.438, 2.685, -0.419], [0.934, 2.941, 1.321], [1.695, 1.378, 1.505], [-0.133, 1.816, 1.751], [1.516, 1.158, -0.744], [0.319, 0.108, -0.033], [0.422, 2.658, -3.064], [-1.130, 2.984, -2.611], [-0.087, 3.771, -1.625], [-2.199, -0.413, -0.574], [-2.190, 0.270, 1.050], [-3.605, 0.600, 0.098], [0.729, -1.911, 1.595], [0.450, -2.977, 0.535], [1.650, -3.243, -0.390], [1.615, -2.080, 2.180], [-0.178, -1.762, 2.201], [0.701, -0.918, 1.084], [0.324, -3.890, 1.107], [-0.542, -2.971, 0.017], [1.817, -2.534, -1.219], [2.437, -3.320, 0.388], [1.495, -4.023, -1.238]],
  "atomic_forces_ev_per_a": [[1.6, 1.4, 2.2], [-1.1, -2.8, -2.2], [1.1, 1.7, -1.2], [-2.8, -0.7, -1.3], [-2.5, -0.5, 2.4], [2.4, -0.5, 0.1], [0.8, 1.3, -1.3], [0.2, -0.4, -1.5], [-1.5, 0.3, 0.3], [-0.2, -1.1, 0.4], [-0.1, 0.3, -0.1], [0.4, 1.9, -0.1], [0.3, -0.5, 2.2], [0.2, -0.3, 0.5], [1.0, 0.2, 0.5], [-0.6, -0.4, 0.1], [0.1, 0.2, -0.6], [0.5, 0.2, -0.7], [-2.2, 1.7, -1.6], [-0.5, -1.3, -0.3], [-0.9, -0.2, -1.6], [0.3, 0.0, 0.2], [0.4, -0.6, 0.4], [1.0, -0.9, 0.7], [0.1, -0.5, 0.2], [0.8, 0.9, 0.3], [0.4, 1.2, 1.3], [0.5, -0.5, -1.6], [0.3, -0.2, 2.5]],
  "lowdin_charge": [-0.1055, -0.2624, -0.1036, -0.0468, -0.4928, 0.0003, 0.0553, 0.0889, 0.1053, 0.0686, 0.1223, 0.1011, 0.1032, 0.0788, 0.0686, 0.0626, 0.0748, 0.0802, -0.1190, -0.3372, -0.1334, 0.0711, 0.0772, 0.0247, 0.0833, 0.1079, 0.0544, 0.0763, 0.0956]
}